(1)
{"formula": "C5H4FNS", "method": "ωB97M-V/def2-TZVPD", "charge": 0, "homo_energy_ev": -9.09, "de_lowest_ev": 3.057, "smiles": "C=CS/C=C(/F)C#N", "e_tot_ev": -20289.452, "gap_ev": 9.000, "species": ["C", "C", "S", "C", "C", "F", "C", "N", "H", "H", "H", "H"], "coordinates": [[-2.819067, -0.125356, -0.024936], [-1.545091, 0.000728, 0.387182], [-0.242645, -0.846694, -0.549697], [0.861567, 0.414438, -0.414951], [2.140053, 0.278567, -0.205054], [2.790427, 1.527954, -0.164553], [3.075463, -0.779606, 0.030250], [3.478069, -1.883182, 0.176039], [-3.706058, -0.004549, 0.755716], [-3.005038, -0.480065, -0.971209], [-1.400250, 0.439786, 1.361508], [0.372569, 1.457982, -0.380291]], "atomic_forces_ev_per_a": [[-0.268, 0.660, 3.874], [-1.542, -1.031, -0.754], [-1.921, -0.190, 0.650], [-1.360, 1.709, 0.313], [2.881, 2.981, 0.250], [-0.013, -1.049, 0.081], [-0.478, -4.089, 0.035], [-0.695, 3.586, -0.339], [1.983, 0.248, -2.038], [-0.766, -0.964, -1.962], [0.798, -0.224, 0.193], [1.381, -1.637, -0.304]]}


(2)
{"formula": "C3H8OSn", "method": "ωB97M-V/def2-TZVPD", "charge": 2, "homo_energy_ev": -18.76, "de_lowest_ev": 1.013, "e_tot_ev": -11097.972, "gap_ev": 5.930, "species": ["Sn", "C", "C", "C", "O", "H", "H", "H", "H", "H", "H", "H", "H"], "coordinates": [[0.653195, -0.489264, -3.411677], [0.906001, -0.940830, 0.190001], [-0.392416, -0.199176, 0.344867], [-0.301489, 1.305838, 0.681928], [-1.022438, -0.305934, -0.968966], [1.516007, -0.642089, -0.682732], [0.774270, -2.022581, 0.126986], [1.489697, -0.804408, 1.102995], [-1.052316, -0.720523, 1.041619], [-0.915412, 2.019525, 0.138564], [0.745271, 1.577475, 0.512026], [-0.421997, 1.458887, 1.754653], [-1.978375, -0.236920, -0.830264]], "atomic_forces_ev_per_a": [[-0.914, 0.078, 1.715], [-0.149, -0.659, 1.218], [-0.337, 1.013, -0.814], [1.605, -0.572, 0.700], [0.184, -0.503, -1.391], [0.124, 0.559, -0.185], [-0.278, 0.021, -0.164], [0.443, 0.219, -0.296], [0.105, -0.123, 0.014], [-0.385, -0.470, -0.096], [-0.038, 0.324, -0.150], [-0.268, 0.016, -0.034], [-0.092, 0.095, -0.517]]}


(3)
{"formula": "C19H12F9N2O4ReSbSe4", "method": "ωB97M-V/def2-TZVPD", "charge": 1, "homo_energy_ev": [-11.37, -11.37], "e_tot_ev": -325571.897, "gap_ev": [6.147, 6.148], "species": ["Re", "C", "O", "C", "C", "C", "C", "C", "C", "N", "N", "C", "O", "C", "C", "C", "C", "C", "C", "C", "O", "H", "H", "H", "H", "H", "H", "H", "H", "H", "H", "H", "H", "Se", "Sb", "Se", "Se", "Se", "F", "C", "F", "F", "C", "O", "C", "F", "F", "F", "C", "F", "F", "F"], "coordinates": [[0.241468, 0.739870, 0.701568], [-4.822269, 3.297003, 1.039034], [-3.609459, 2.502297, 0.855877], [-3.788692, 1.166463, 0.810037], [-4.983636, 0.465461, 0.757857], [-4.971127, -0.925492, 0.742732], [-3.841276, -1.710890, 0.732310], [-2.610178, -1.006757, 0.668107], [-1.522743, -1.642284, 0.015594], [-0.419009, -1.065995, -0.201233], [0.352599, -1.493929, -1.274307], [1.024136, -0.489816, -1.755573], [1.073859, 0.659180, -1.157951], [1.706413, -0.597725, -3.059269], [1.353455, -1.525338, -4.035274], [2.019060, -1.683848, -5.235909], [3.144986, -0.926452, -5.519870], [3.467706, 0.109288, -4.579304], [2.833411, 0.228705, -3.372838], [-2.618189, 0.392394, 0.704451], [-1.513019, 1.122657, 0.437790], [-4.542698, 4.332436, 0.829815], [-5.166766, 3.130503, 2.050768], [-5.622161, 3.043538, 0.331348], [-5.902317, 1.108008, 0.722460], [-5.910152, -1.428256, 0.735300], [-3.881229, -2.822863, 0.606493], [-1.766838, -2.561821, -0.414453], [0.452216, -2.092197, -3.843330], [1.627288, -2.402620, -5.933383], [3.689679, -1.012355, -6.439895], [4.198125, 0.865672, -4.786141], [3.123293, 0.962534, -2.667489], [-3.755309, 5.393125, 4.122690], [-1.526333, 5.024104, 4.223566], [0.764311, 2.848260, 2.316158], [-0.163706, 0.935965, 3.171756], [-0.950115, 4.414410, 1.811027], [4.396961, -2.679394, 1.073762], [3.196837, -2.234556, 0.711014], [3.254790, -1.853872, -0.523805], [2.331286, -3.242249, 0.831992], [2.758372, -0.998457, 1.688039], [1.771986, -0.182489, 1.132689], [3.933647, 0.001265, 1.893557], [4.856840, -0.436041, 2.778292], [4.473747, 0.268621, 0.742141], [3.467639, 1.125512, 2.427641], [2.218943, -1.627514, 2.992834], [0.999979, -2.100751, 2.726222], [3.018692, -2.604236, 3.405744], [2.135499, -0.789080, 4.009352]], "atomic_forces_ev_per_a": [[0.058, -1.523, 0.130], [0.505, -0.176, -0.570], [-1.123, -0.170, -0.232], [-0.055, -0.256, -0.131], [-0.332, 1.656, 0.316], [-0.482, -0.679, 0.247], [0.382, 0.337, -0.319], [-0.680, 0.089, -0.107], [-0.567, 0.158, 1.067], [1.991, 1.430, -0.573], [-0.445, -0.400, 0.089], [-0.085, -0.543, -0.661], [-0.281, 1.390, 0.597], [1.891, 0.088, -0.874], [-1.144, 0.091, 0.985], [0.592, 0.053, -0.094], [-0.585, 1.568, 1.539], [0.040, -0.989, -0.920], [-1.885, -1.075, 0.289], [-0.297, 0.811, -0.087], [0.489, -0.219, 0.229], [0.083, -0.262, 0.392], [-0.141, 0.266, 0.244], [0.360, -0.133, 0.024], [0.728, -1.341, 0.132], [-0.647, -0.230, -0.064], [0.038, 1.270, 0.287], [0.160, -1.444, -1.009], [0.037, -0.262, -0.088], [0.095, -0.198, -0.196], [0.108, -0.066, -0.244], [0.592, -0.084, -0.318], [0.325, 0.718, 0.480], [-1.251, 0.304, -0.156], [1.297, -0.253, 0.600], [0.148, 0.440, -0.544], [-0.513, -0.041, -0.124], [0.081, -0.393, -0.440], [0.059, 0.150, 0.181], [-0.207, 0.439, 1.618], [-0.089, 0.506, -1.214], [-0.063, 0.178, -0.168], [-0.199, -0.357, -0.339], [0.664, -0.429, -0.365], [0.235, -0.657, 1.838], [-0.381, -0.304, -0.864], [0.695, 0.211, -0.885], [-0.381, 0.580, -0.028], [0.537, -0.266, 0.217], [-0.216, -0.174, 0.263], [-0.070, -0.425, -0.272], [-0.071, 0.617, 0.121]]}


(4)
{"formula": "C18H21NO4S", "method": "ωB97M-V/def2-TZVPD", "charge": 0, "homo_energy_ev": -8.74, "de_lowest_ev": 1.134, "smiles": "COc1ccc(S(=O)(=O)CCC(=O)Nc2c(C)cccc2C)cc1", "e_tot_ev": -39522.215, "gap_ev": 9.326, "species": ["C", "O", "C", "C", "C", "C", "S", "O", "O", "C", "C", "C", "O", "N", "C", "C", "C", "C", "C", "C", "C", "C", "C", "C", "H", "H", "H", "H", "H", "H", "H", "H", "H", "H", "H", "H", "H", "H", "H", "H", "H", "H", "H", "H", "H"], "coordinates": [[2.600748, 1.304283, -5.065024], [3.243712, 1.723583, -3.883436], [3.047321, 1.013314, -2.745912], [2.261307, -0.132200, -2.647111], [2.129932, -0.770978, -1.425702], [2.767038, -0.271139, -0.311553], [2.598999, -1.121913, 1.253311], [3.894573, -1.643065, 1.613184], [1.520340, -2.076288, 1.165394], [2.168430, 0.141298, 2.521382], [0.749391, -0.111845, 2.973110], [-0.195527, 0.101646, 1.789314], [0.132920, 0.730783, 0.806322], [-1.418297, -0.433746, 1.998021], [-2.552710, -0.357789, 1.153800], [-2.495453, -0.767231, -0.178671], [-1.233755, -1.290739, -0.780554], [-3.653663, -0.681320, -0.942916], [-4.838447, -0.223823, -0.400935], [-4.885776, 0.157412, 0.928220], [-3.749473, 0.097218, 1.718612], [-3.795968, 0.517262, 3.158728], [3.571914, 0.851189, -0.399495], [3.709990, 1.493258, -1.610493], [2.893835, 2.022749, -5.828773], [2.926722, 0.303874, -5.365898], [1.512211, 1.316842, -4.954666], [1.750796, -0.534338, -3.507385], [1.535296, -1.663759, -1.325121], [2.896652, 0.032239, 3.319386], [2.256584, 1.110833, 2.039718], [0.471047, 0.575359, 3.777886], [0.657528, -1.137928, 3.330934], [-1.591118, -0.843621, 2.904863], [-0.586350, -0.454750, -1.045787], [-1.449511, -1.870169, -1.675326], [-0.684092, -1.906824, -0.070475], [-3.621078, -0.991358, -1.977174], [-5.728131, -0.168776, -1.010277], [-5.812306, 0.510971, 1.356499], [-3.005990, 1.235231, 3.376334], [-4.753956, 0.976079, 3.388169], [-3.667347, -0.342352, 3.818909], [4.096115, 1.207835, 0.473337], [4.325547, 2.372695, -1.712750]], "atomic_forces_ev_per_a": [[-0.105, -0.069, -0.199], [0.122, 0.060, 0.312], [0.012, -0.078, 0.192], [0.082, 0.120, -0.254], [-0.012, -0.060, 0.207], [-0.203, -0.298, 0.540], [0.665, -0.058, 0.078], [0.183, 0.289, 0.051], [-0.299, 0.177, -0.157], [-0.067, -0.361, -0.630], [0.003, 0.026, -0.250], [0.054, 0.111, 0.584], [-0.043, 0.163, -0.087], [-0.414, -0.349, 0.203], [-0.313, 0.153, -0.282], [0.021, 0.002, 0.054], [0.068, 0.070, -0.072], [-0.030, 0.039, 0.052], [-0.036, 0.007, -0.029], [0.027, -0.039, -0.006], [0.074, 0.037, -0.017], [0.002, 0.005, -0.102], [0.072, 0.082, -0.135], [-0.046, 0.002, -0.096], [-0.052, -0.082, 0.027], [-0.021, 0.032, 0.024], [0.039, -0.012, 0.005], [-0.031, -0.018, -0.087], [-0.148, -0.082, -0.053], [0.092, -0.085, -0.047], [0.042, 0.083, 0.031], [0.034, -0.033, -0.030], [-0.088, 0.068, 0.095], [0.188, 0.044, -0.095], [0.036, -0.067, -0.034], [-0.019, -0.081, -0.043], [0.069, -0.051, -0.019], [0.029, -0.045, -0.100], [-0.076, 0.002, -0.059], [-0.079, 0.042, 0.063], [0.030, 0.034, 0.086], [-0.041, 0.005, 0.061], [0.005, -0.003, 0.139], [0.098, 0.125, 0.073], [0.075, 0.095, 0.008]]}


(5)
{"formula": "C39H36ClN3PbSi2", "method": "ωB97M-V/def2-TZVPD", "charge": 0, "homo_energy_ev": [-4.81, -4.47], "de_lowest_ev": 0.000, "e_tot_ev": -79021.005, "gap_ev": [4.588, 4.136], "species": ["C", "C", "C", "H", "C", "C", "H", "H", "H", "H", "Pb", "Si", "C", "C", "H", "C", "H", "C", "H", "C", "H", "C", "H", "C", "C", "H", "C", "H", "C", "H", "C", "H", "C", "H", "H", "Si", "C", "C", "H", "C", "H", "C", "H", "C", "H", "C", "H", "C", "C", "H", "C", "H", "C", "H", "C", "H", "C", "H", "H", "Cl", "N", "C", "C", "C", "C", "C", "N", "C", "C", "C", "C", "C", "N", "H", "H", "H", "H", "H", "H", "H", "H", "H"], "coordinates": [[-2.203807, -0.800655, 4.854750], [-2.832445, -0.298065, 3.677236], [-2.785158, -1.317417, 2.684572], [-3.353464, 0.656773, 3.590055], [-2.115362, -2.444818, 3.240661], [-1.760643, -2.124129, 4.586731], [-1.332915, -2.807647, 5.321333], [-2.171110, -0.303805, 5.824780], [-3.275668, -1.293940, 1.710488], [-1.990557, -3.409450, 2.747280], [0.173578, -0.427667, 2.950887], [0.271856, -0.310289, -0.443744], [-0.616474, 1.259659, -0.782369], [-0.133817, 2.278088, -1.634105], [0.819225, 2.133514, -2.146992], [-0.879161, 3.433182, -1.863798], [-0.526883, 4.177550, -2.580669], [-2.095982, 3.631624, -1.194784], [-2.669011, 4.548009, -1.365838], [-2.571040, 2.642783, -0.324168], [-3.512751, 2.784808, 0.210185], [-1.855941, 1.461074, -0.127670], [-2.258383, 0.676669, 0.532556], [-0.676294, -1.855772, -0.746194], [-1.868376, -1.880713, -1.503268], [-2.231449, -0.952075, -1.973344], [-2.561464, -3.086300, -1.658267], [-3.496458, -3.095701, -2.215795], [-2.054020, -4.272261, -1.104983], [-2.597961, -5.213200, -1.239793], [-0.848714, -4.261845, -0.391865], [-0.443050, -5.184408, 0.021996], [-0.156362, -3.061736, -0.213181], [0.808382, -3.045558, 0.318773], [1.754273, -0.505311, -0.294363], [2.051820, 0.136294, -4.380770], [1.373818, -1.506981, -4.849256], [0.509176, -1.567007, -5.962091], [0.242075, -0.647134, -6.493485], [-0.039163, -2.787185, -6.374743], [-0.720082, -2.810394, -7.228727], [0.278393, -3.962355, -5.683627], [-0.182365, -4.907996, -5.976572], [1.187777, -3.918703, -4.616004], [1.464983, -4.841303, -4.099478], [1.736730, -2.699130, -4.197355], [2.431495, -2.666406, -3.351703], [0.874264, 1.431155, -4.988702], [-0.482891, 1.521220, -4.634928], [-0.916545, 0.804151, -3.929447], [-1.280726, 2.556432, -5.146163], [-2.320217, 2.648961, -4.814872], [-0.751835, 3.478113, -6.056827], [-1.374072, 4.288851, -6.440059], [0.581482, 3.352457, -6.468655], [0.994037, 4.039298, -7.213956], [1.395125, 2.352295, -5.920572], [2.448938, 2.273569, -6.212495], [3.359905, 0.280171, -5.062064], [2.739602, 0.341907, -2.446135], [0.533248, 1.515797, 5.675405], [1.090385, 0.266301, 6.054413], [1.505964, 0.070696, 7.371842], [2.053692, -1.158982, 7.725108], [2.213381, -2.139855, 6.735970], [1.794929, -1.872409, 5.444941], [1.241547, -0.662991, 5.106469], [1.154335, 2.262953, 4.636219], [1.632760, 3.544564, 4.901412], [2.227080, 4.271549, 3.872834], [2.331361, 3.676661, 2.610868], [1.878616, 2.382638, 2.430673], [1.286845, 1.681829, 3.443809], [0.385767, 2.105812, 6.494687], [1.411657, 0.916403, 8.049651], [2.325141, -1.358910, 8.755680], [2.628518, -3.119738, 6.959089], [1.914742, -2.587098, 4.622880], [1.547013, 3.904440, 5.923399], [2.566998, 5.287337, 4.037012], [2.731904, 4.224708, 1.754330], [1.989820, 1.867072, 1.474908]], "atomic_forces_ev_per_a": [[-0.063, -0.519, -0.161], [0.317, -0.267, -0.019], [0.279, -0.330, 0.328], [0.231, -0.277, 0.004], [-0.187, 0.523, -0.013], [-0.360, 0.426, -0.087], [-0.022, 0.198, -0.262], [0.103, -0.065, -0.324], [0.299, 0.055, 0.236], [0.040, 0.328, 0.150], [-2.525, -0.614, -1.451], [0.775, -0.653, 2.218], [-0.059, 0.761, -0.347], [-0.237, -0.061, 0.233], [-0.369, 0.145, 0.156], [-0.251, 0.108, 0.329], [-0.034, -0.177, 0.245], [0.269, -0.170, -0.128], [0.183, -0.351, 0.095], [-0.012, -0.087, -0.040], [0.237, -0.003, -0.192], [0.031, 0.108, -0.236], [0.244, 0.433, -0.255], [0.196, -0.364, -0.285], [0.161, -0.335, 0.278], [0.088, -0.539, 0.320], [0.333, 0.030, 0.186], [0.186, -0.082, 0.069], [-0.152, 0.115, -0.074], [0.190, 0.385, 0.066], [0.117, 0.443, -0.127], [-0.133, 0.155, -0.102], [-0.457, -0.088, -0.349], [-0.555, -0.016, -0.156], [-0.742, 0.120, -0.449], [0.774, 0.049, -0.681], [-0.329, -0.775, 0.083], [-0.061, -0.291, 0.228], [0.064, -0.372, 0.199], [0.198, 0.073, 0.211], [0.195, -0.033, 0.293], [0.241, 0.336, 0.118], [0.208, 0.269, 0.080], [-0.027, 0.130, -0.030], [-0.144, 0.307, -0.148], [-0.420, -0.133, -0.322], [-0.291, -0.064, -0.265], [-0.054, 0.635, -0.202], [-0.019, 0.343, -0.181], [0.150, 0.266, -0.258], [0.119, -0.200, 0.059], [0.394, -0.060, -0.146], [0.309, -0.363, 0.118], [0.177, -0.272, 0.063], [0.019, -0.039, 0.088], [-0.148, -0.202, 0.318], [-0.364, 0.111, 0.081], [-0.437, 0.105, 0.049], [-0.175, 0.219, -0.257], [0.093, 0.086, -0.328], [0.557, 0.201, 0.035], [0.266, -0.238, -0.578], [-0.007, -0.315, 0.000], [-0.369, 0.283, -0.351], [-0.246, -0.202, -0.119], [-0.239, 1.415, 0.116], [1.348, -0.855, 1.354], [0.124, -0.380, -0.053], [0.135, 0.152, -0.144], [-0.536, -0.461, 0.062], [-0.038, 0.225, -0.260], [-0.216, -0.111, 0.901], [0.710, 1.007, -0.551], [-0.011, -0.297, -0.380], [0.036, -0.377, 0.166], [0.126, 0.047, -0.135], [-0.040, 0.252, 0.063], [-0.123, 0.251, 0.382], [0.073, 0.232, -0.245], [0.059, -0.118, 0.027], [-0.029, -0.222, 0.383], [-0.176, 0.053, 0.301]]}


(6)
{"formula": "C7H9BrO", "method": "ωB97M-V/def2-TZVPD", "charge": 0, "homo_energy_ev": -8.77, "de_lowest_ev": 0.724, "e_tot_ev": -79493.000, "gap_ev": 9.052, "species": ["C", "C", "C", "C", "C", "C", "C", "O", "Br", "H", "H", "H", "H", "H", "H", "H", "H", "H"], "coordinates": [[1.385764, 1.408894, 0.325735], [1.695022, 0.845861, -0.971034], [0.265126, 1.155649, 1.003416], [1.019030, -0.150259, -1.545817], [-0.874970, 0.378304, 0.483785], [-0.169929, -0.786502, -0.938035], [-1.586078, -0.513516, 1.463154], [0.002219, -2.024636, -0.414608], [-1.668134, -0.810551, -2.287457], [2.149917, 2.036764, 0.763159], [2.576352, 1.232515, -1.466408], [0.124152, 1.568886, 1.994880], [1.364820, -0.589081, -2.476131], [-1.557576, 1.002559, -0.091792], [-0.891059, -1.205256, 1.933934], [-2.360647, -1.084477, 0.959669], [-2.056528, 0.097512, 2.235259], [0.582519, -2.562666, -0.971709]], "atomic_forces_ev_per_a": [[-0.184, 0.130, 0.489], [-0.073, -0.280, -0.375], [0.098, 0.185, 0.047], [0.180, -0.136, -0.238], [1.354, -2.501, -2.957], [-1.942, 2.693, 2.572], [0.056, 0.111, -0.053], [0.126, -0.302, 0.175], [0.336, -0.003, 0.187], [-0.020, 0.045, 0.119], [0.027, -0.059, -0.083], [0.106, 0.125, 0.130], [0.056, 0.042, -0.078], [-0.003, -0.018, -0.022], [0.014, -0.035, 0.054], [-0.092, -0.073, -0.018], [-0.025, -0.009, 0.098], [-0.015, 0.085, -0.048]]}